[1]
The following is a DFT calculation (wB97M-V/def2-TZVPD) of C20H25N3O3 as an isolated structure.

Cartesian coordinates (Å):
1 C -3.25669 -0.42730 -2.76366
2 H -2.38270 -0.80068 -3.17699
3 H -3.81297 0.11111 -3.75924
4 O -2.84928 0.53025 -1.82487
5 C -3.67249 1.47725 -1.32542
6 C -5.05567 1.20196 -1.48838
7 C -5.97339 2.03192 -0.79471
8 C -5.60421 3.02268 -0.23941
9 C -4.24733 3.10801 0.09679
10 C -3.36569 2.32391 -0.34287
11 C -1.99154 2.31974 0.02236
12 O -1.52540 3.53307 0.28009
13 C -0.92596 1.52051 0.17674
14 H -1.01372 0.76131 -0.77318
15 C -1.52489 0.38445 1.12669
16 C -0.56449 -0.86736 1.57035
17 H -0.94679 -1.36239 2.32089
18 C 0.79975 -0.26929 1.93804
19 N 1.12757 0.62925 0.71262
20 C 2.28807 0.36993 0.11099
21 O 2.70604 1.27937 -0.90430
22 C 3.13217 -0.95414 0.35570
23 C 2.71474 -2.20809 0.06597
24 N 3.86110 -2.95454 0.43847
25 N 4.91972 -2.12225 0.32937
26 C 4.40644 -0.79131 0.55215
27 H 5.20805 0.15444 0.87528
28 C 3.93673 -4.36524 0.12547
29 C 5.12757 -4.66062 -0.69996
30 H 5.16937 -5.66534 -0.81033
31 H 5.98424 -4.22548 -0.64321
32 H 4.85656 -4.19295 -1.89974
33 C 4.36949 -4.82273 1.60043
34 H 4.62993 -5.77925 1.59958
35 H 5.40621 -4.30179 1.94959
36 H 3.51890 -4.72036 2.28055
37 H 3.07880 -4.60857 -0.22927
38 H 1.75972 -2.65017 0.00527
39 C 0.37172 1.73592 0.63066
40 H 0.84340 2.22935 -0.08959
41 H 0.22605 2.40795 1.73321
42 H 1.50581 -1.27845 2.17936
43 H 0.76691 0.25651 2.83968
44 H -0.40992 -1.29831 0.59310
45 H -1.64366 0.77579 2.10505
46 H -2.64886 0.09098 0.89986
47 H -4.00255 4.00753 0.93968
48 H -6.43437 3.85592 0.39775
49 H -7.12671 1.89262 -1.40285
50 H -5.39655 0.29146 -2.24257
51 H -3.89416 -1.21493 -2.53615

- F_max: 17.83 eV Å⁻¹
- HOMO-LUMO gap: 9.18 eV
- LUMO energy: 0.3 eV
- E: -31741.65138 eV

Löwdin atomic charge list, values in e, 6 entries:
1 C -0.09
2 H 0.06
3 H 0.17
4 O -0.09
5 C -0.22
6 C 0.01


[2]
The following is a DFT calculation (wB97M-V/def2-TZVPD) of a 10-piece molecular cluster, C30H70N10O10 overall.

Cartesian coordinates (Å):
1 C 1.15135 -0.15327 -0.15435
2 O 0.99997 -1.02399 -1.03428
3 N 0.08868 0.42778 0.41228
4 C 0.06359 1.37519 1.46277
5 C -1.21171 -0.00470 0.08547
6 H 2.05814 0.33341 0.23689
7 H -0.72902 1.05073 2.13700
8 H -0.13305 2.40134 1.15222
9 H 0.98045 1.46293 2.04565
10 H -1.96726 0.74915 0.30675
11 H -1.23322 -0.26398 -0.97302
12 H -1.31249 -0.83467 0.78482
13 C 0.35459 2.18850 4.80538
14 O 1.36512 2.89351 4.61382
15 N -0.91618 2.66076 4.93584
16 C -2.00364 1.70666 5.35159
17 C -1.34334 3.97909 4.64123
18 H 0.53315 1.11286 4.95813
19 H -1.56908 0.76206 5.67867
20 H -2.72874 1.49300 4.56630
21 H -2.57941 2.13837 6.17025
22 H -1.65527 4.37891 5.60610
23 H -0.59015 4.71448 4.35838
24 H -2.17270 3.89878 3.93852
25 C -2.20381 -1.42255 4.19869
26 O -1.40268 -1.25342 3.25599
27 N -3.36377 -2.17656 4.26593
28 C -4.00073 -2.40270 5.49803
29 C -3.84889 -2.97883 3.11958
30 H -2.09220 -0.87282 5.14608
31 H -5.06035 -2.14730 5.48940
32 H -3.72754 -1.75464 6.33079
33 H -3.89115 -3.46472 5.71761
34 H -3.64423 -4.03383 3.30175
35 H -4.93335 -2.87040 3.10206
36 H -3.70469 -2.63769 2.09443
37 C -0.02490 1.41689 -5.51426
38 O 1.15089 1.68516 -5.73642
39 N -0.47474 1.22378 -4.27555
40 C -1.79404 0.85353 -3.92372
41 C 0.38332 1.12786 -3.13740
42 H -0.79036 1.36806 -6.30413
43 H -2.08703 -0.12595 -4.30169
44 H -2.52295 1.59787 -4.24424
45 H -1.81555 0.88306 -2.83433
46 H -0.11692 1.53399 -2.25825
47 H 0.88834 0.16627 -3.04583
48 H 1.23837 1.79393 -3.25290
49 C 4.81668 -3.98414 0.23042
50 O 3.61305 -4.22195 0.25998
51 N 5.31984 -2.78038 -0.24147
52 C 6.74701 -2.48691 -0.19582
53 C 4.43935 -1.79891 -0.97294
54 H 5.54190 -4.68788 0.66746
55 H 7.20162 -2.41283 -1.18372
56 H 7.27516 -3.40818 0.05000
57 H 7.04042 -1.63504 0.41763
58 H 3.43310 -2.11335 -1.24984
59 H 4.28821 -0.89602 -0.38129
60 H 4.92790 -1.30830 -1.81480
61 C -1.62116 4.63417 0.15524
62 O -1.77203 4.16482 1.33337
63 N -2.22711 4.17219 -0.90021
64 C -2.16620 4.77952 -2.22008
65 C -3.16841 3.00705 -0.85041
66 H -1.01798 5.45932 -0.25402
67 H -3.00386 5.47539 -2.26688
68 H -2.19844 4.03373 -3.01436
69 H -1.27252 5.39915 -2.14596
70 H -4.20483 3.31776 -0.71848
71 H -3.09032 2.41364 -1.76139
72 H -2.99316 2.33082 -0.01369
73 C -0.19393 -4.71707 -5.22625
74 O -1.05388 -4.73241 -6.05395
75 N -0.09339 -3.70073 -4.35364
76 C 1.15852 -3.59837 -3.63537
77 C -1.07338 -2.59109 -4.38409
78 H 0.69367 -5.36222 -5.31633
79 H 1.01315 -2.85380 -2.85268
80 H 1.86025 -3.18987 -4.36256
81 H 1.52967 -4.50132 -3.15057
82 H -1.10558 -2.24127 -5.41592
83 H -2.01871 -2.92799 -3.95869
84 H -0.57548 -1.85634 -3.75137
85 C -6.39588 -2.51959 -1.32831
86 O -7.14289 -2.06985 -0.47596
87 N -5.26936 -1.93464 -1.65614
88 C -4.39362 -2.53456 -2.69525
89 C -4.51760 -0.84855 -1.02922
90 H -6.62046 -3.42333 -1.91569
91 H -3.69563 -3.05076 -2.03613
92 H -3.75577 -1.81331 -3.20617
93 H -4.77762 -3.26624 -3.40609
94 H -4.80188 -0.75502 0.01889
95 H -3.43529 -0.82171 -1.15573
96 H -4.75600 0.15291 -1.38749
97 C 4.68299 2.71637 -0.71446
98 O 3.74480 2.20267 -0.20920
99 N 4.63113 3.40613 -1.89810
100 C 5.88225 3.95291 -2.43712
101 C 3.41731 3.87704 -2.54182
102 H 5.65702 2.51889 -0.24068
103 H 5.59693 4.98580 -2.23757
104 H 5.99434 3.74467 -3.50115
105 H 6.87828 3.78164 -2.02885
106 H 3.71399 4.11039 -3.56438
107 H 2.82443 2.97328 -2.68262
108 H 2.85047 4.70053 -2.10747
109 C 3.10770 -0.53213 4.94316
110 O 2.57732 -0.34011 6.05831
111 N 2.62736 -1.40236 3.98828
112 C 3.21811 -1.64298 2.67292
113 C 1.34078 -2.11605 4.03268
114 H 4.05292 -0.12483 4.55220
115 H 3.18221 -2.67909 2.33631
116 H 4.28247 -1.40792 2.67289
117 H 2.73343 -1.14128 1.83538
118 H 1.47565 -3.18312 4.20947
119 H 0.69303 -1.62689 4.76018
120 H 0.73714 -2.02597 3.12957

- F_max: 4.98 eV Å⁻¹
- Net charge: +1
- HOMO-LUMO gap (alpha / beta): 8.30 / 3.40 eV
- ⟨S²⟩: 0.777
- LUMO energy (alpha / beta): -2.9 / -7.8 eV
- E: -67608.18072 eV
- 2S+1: 2

Löwdin atomic charge list, values in e, 6 entries:
1 C -0.20
2 O 0.12
3 N -0.04
4 C 0.03
5 C 0.00
6 H 0.14


[3]
The following is a DFT calculation (wB97M-V/def2-TZVPD) of a 11-piece molecular cluster, C32H78N5O17 overall.

Cartesian coordinates (Å):
1 C -7.88310 -1.83480 -10.93367
2 C -7.48463 -0.48603 -10.15525
3 C -8.61426 0.49436 -9.99629
4 O -9.82998 0.01086 -9.42238
5 C -9.93104 0.03765 -8.00042
6 N -6.90324 -0.88046 -8.78688
7 H -6.70845 0.01246 -8.35694
8 H -7.47635 -1.52049 -8.25583
9 H -5.98383 -1.26395 -8.95339
10 H -8.49677 -1.72617 -11.82794
11 H -8.47402 -2.42489 -10.23317
12 H -7.03061 -2.46030 -11.19844
13 H -6.65423 0.05105 -10.61360
14 H -8.86778 0.96576 -10.94582
15 H -8.22747 1.37078 -9.47630
16 H -9.14986 -0.51034 -7.47356
17 H -10.95256 -0.29811 -7.82195
18 H -9.74195 1.04396 -7.62667
19 C -17.92399 2.62474 -11.32039
20 C -16.47860 2.26347 -11.68544
21 C -16.08111 2.56564 -13.14356
22 O -14.74938 2.15867 -13.36529
23 C -14.59953 0.73637 -13.40593
24 N -15.47515 3.05597 -10.79528
25 H -15.83143 3.12481 -9.85271
26 H -14.59759 2.55687 -10.76551
27 H -15.26353 3.99276 -11.10792
28 H -18.70287 2.26997 -11.99535
29 H -18.13876 3.67266 -11.11101
30 H -18.15671 2.20136 -10.34331
31 H -16.33443 1.22035 -11.40399
32 H -16.24107 3.60879 -13.41623
33 H -16.76947 1.99767 -13.76940
34 H -13.60254 0.73490 -13.84651
35 H -15.37744 0.19994 -13.94925
36 H -14.50009 0.29849 -12.41271
37 C -19.46048 -9.28276 -4.58180
38 C -20.90516 -9.37141 -5.07331
39 C -21.70631 -10.60083 -4.49936
40 O -23.01747 -10.54972 -4.91662
41 C -23.87781 -11.32831 -4.06595
42 N -21.66282 -8.10465 -4.63573
43 H -21.55373 -7.83932 -3.66733
44 H -21.39549 -7.26658 -5.13198
45 H -22.65858 -8.19064 -4.78116
46 H -19.43559 -9.27460 -3.49211
47 H -19.02219 -8.35259 -4.94345
48 H -18.86524 -10.10474 -4.97947
49 H -20.93770 -9.46714 -6.15861
50 H -21.69929 -10.50018 -3.41403
51 H -21.21236 -11.52306 -4.80532
52 H -23.95617 -10.75210 -3.14402
53 H -23.37243 -12.28085 -3.90668
54 H -24.86800 -11.44496 -4.50642
55 C -26.93473 -2.56584 -13.80817
56 C -27.18002 -3.13427 -12.39622
57 C -27.52642 -4.62631 -12.31453
58 O -28.67770 -5.02837 -13.10069
59 C -29.56099 -5.92598 -12.45773
60 N -26.05345 -2.66920 -11.46118
61 H -26.20790 -2.89378 -10.48865
62 H -25.15204 -3.02812 -11.74174
63 H -25.93745 -1.66651 -11.49662
64 H -26.80824 -1.49929 -13.99408
65 H -27.76789 -2.76566 -14.48197
66 H -26.02726 -2.92798 -14.29136
67 H -28.04224 -2.66306 -11.92438
68 H -27.67779 -4.75087 -11.24230
69 H -26.70714 -5.33623 -12.42813
70 H -29.07156 -6.84066 -12.12321
71 H -30.36399 -6.23566 -13.12660
72 H -29.98869 -5.42740 -11.58790
73 C -18.47746 -6.30491 -17.86691
74 C -18.33794 -5.26117 -18.95186
75 C -18.52880 -5.95858 -20.31136
76 O -18.78480 -5.03969 -21.36215
77 C -17.59022 -4.37819 -21.78193
78 N -19.33741 -4.23797 -18.54560
79 H -19.21113 -3.50487 -19.22876
80 H -20.29149 -4.53088 -18.70065
81 H -19.29213 -3.91236 -17.59060
82 H -18.10519 -5.95160 -16.90530
83 H -17.75516 -7.05067 -18.19891
84 H -19.49236 -6.66370 -17.69560
85 H -17.34649 -4.82016 -18.84865
86 H -19.35841 -6.65586 -20.19457
87 H -17.77709 -6.69092 -20.60584
88 H -17.15427 -3.77333 -20.98683
89 H -17.68949 -3.70167 -22.63080
90 H -16.80822 -5.08906 -22.04881
91 C -11.39274 -6.06514 -6.56821
92 C -10.23642 -6.27897 -5.61073
93 O -9.45323 -5.29718 -5.52168
94 O -10.16363 -7.40206 -5.04470
95 H -12.27610 -5.65418 -6.07943
96 H -11.68289 -6.99567 -7.05608
97 H -11.12947 -5.31992 -7.31883
98 C -23.04645 -0.71988 -4.78625
99 C -24.55121 -0.93409 -4.40769
100 O -25.06459 -0.04739 -3.74569
101 O -25.19423 -1.86434 -4.93359
102 H -22.59705 -0.64434 -3.79608
103 H -22.97795 0.15432 -5.43368
104 H -22.45751 -1.54283 -5.19122
105 C -11.40300 -6.84041 -14.96590
106 C -11.24134 -7.86938 -16.06742
107 O -10.24226 -8.69246 -15.95246
108 O -11.99652 -7.78785 -17.02761
109 H -10.64314 -6.82995 -14.18448
110 H -12.26551 -7.03718 -14.32914
111 H -11.48904 -5.82137 -15.34307
112 C -16.99817 -4.26166 -9.94002
113 C -18.39537 -4.01993 -10.38620
114 O -19.28864 -4.27238 -9.56409
115 O -18.59707 -3.59423 -11.55072
116 H -16.27162 -4.23773 -10.75221
117 H -16.61579 -3.76419 -9.04872
118 H -16.87014 -5.28304 -9.58156
119 C -16.51704 -12.05580 -12.12330
120 C -16.81839 -13.55374 -12.20537
121 O -17.64920 -14.01118 -11.38977
122 O -16.05735 -14.26614 -12.86507
123 H -16.90607 -11.65553 -11.18706
124 H -17.11600 -11.46562 -12.81687
125 H -15.46845 -11.79851 -12.27284
126 C -16.82296 -0.68631 -2.97754
127 C -17.24351 0.79033 -2.86109
128 O -17.18140 1.49039 -3.88452
129 O -17.79617 1.16067 -1.81106
130 H -16.97107 -1.18975 -2.02218
131 H -15.76748 -0.78346 -3.23176
132 H -17.50153 -1.20497 -3.65475

- F_max: 4.05 eV Å⁻¹
- Net charge: -1
- HOMO-LUMO gap: 1.92 eV
- LUMO energy: -1.2 eV
- E: -76686.20834 eV

Löwdin atomic charge list, values in e, 6 entries:
1 C 0.01
2 C -0.26
3 C -0.21
4 O -0.16
5 C -0.06
6 N 0.24


Listing ΔE to the lowest compared entry with this formula, charge and spin for the structures above in their given order: 19.342 3.454 10.521 eV.